(1)
Entry from OMol25: a molecular structure, C15H18FeO4 in a non-equilibrium geometry (ωB97M-V with the def2-TZVPD basis set).

gap between HOMO and LUMO (alpha / beta)	7.200 / 6.584	eV
E_HOMO (alpha / beta)	-6.9 / -8.1	eV
⟨S²⟩	6.10

ORCA input file:
```
! RIJCOSX wB97M-V def2-TZVPD def2/J DEFGRID3
* xyz 0 5
C -2.43184 1.09854 3.00856
C -1.28542 1.94378 2.48231
C -0.03331 1.22215 1.87493
C 1.24551 1.75366 2.48255
C 2.39450 0.81694 2.88380
O 1.44445 2.95435 2.51951
O -1.39913 3.14335 2.31370
H -2.16677 0.03636 3.07705
H -2.72239 1.38194 4.03614
H -3.30073 1.26679 2.34230
H -0.08066 0.18430 2.26894
H 2.09668 -0.24623 2.85226
H 3.21577 1.06733 2.16654
H 2.80006 0.97572 3.91398
C 0.89011 2.23274 -0.57265
C -0.18620 1.49956 0.24088
C -0.44504 0.07558 -0.24185
Fe 0.11675 -1.65277 -1.82740
C 0.37572 -2.75616 -0.39011
O 0.66910 -3.31713 0.58965
C 1.76713 -1.06027 -1.56416
O 2.72410 -0.44497 -1.22421
C -1.55739 -2.56357 -2.48890
C -0.32580 -3.21597 -2.86993
C 0.43977 -2.29446 -3.64085
C -0.25321 -1.05753 -3.68943
C -1.49987 -1.20096 -2.98883
H 1.03325 3.17938 -0.04549
H 1.88045 1.70197 -0.68202
H 0.58894 2.39651 -1.66115
H -1.09169 2.07991 0.40553
H -0.01229 -0.64731 0.52094
H -1.52684 -0.16349 -0.12139
H -2.44283 -3.01760 -2.03307
H -0.02745 -4.22454 -2.59562
H 1.43702 -2.44866 -4.02282
H -0.00235 -0.21250 -4.29448
H -2.32810 -0.48674 -3.02523
*
```

(2)
Entry from OMol25: a molecular structure, C25H29Cl2N4O2RhTe (ωB97M-V with the def2-TZVPD basis set).

gap between HOMO and LUMO	8.223	eV
ΔE to the lowest compared entry with this formula, charge and spin	0.000	eV
E_HOMO	-14.2	eV

ORCA input file:
```
! RIJCOSX wB97M-V def2-TZVPD def2/J DEFGRID3
* xyz 2 1
Rh 0.42667 0.73678 -0.43144
C -0.46650 1.18490 2.30105
C -1.77305 1.01161 1.53907
N -1.55153 0.36347 0.19720
C -2.41406 0.98200 -0.85839
C -1.81014 2.29470 -1.30564
C -2.48787 3.39607 -1.78654
C -1.74208 4.47591 -2.25520
C -0.35352 4.43569 -2.25696
C 0.27322 3.30242 -1.76613
C 1.75366 3.01332 -1.80005
N 2.12238 1.94696 -0.80744
C 2.56859 2.55897 0.49495
C 1.92936 1.85550 1.68130
N 0.49379 1.76031 1.33885
N -0.47176 2.30339 -1.28857
H -0.08012 0.23086 2.65006
H -0.60480 1.84270 3.16114
H -2.21952 1.99092 1.35411
H -2.48971 0.42592 2.11371
H -1.77851 -0.62590 0.26035
H -3.43931 1.10504 -0.50650
H -2.41796 0.30557 -1.71739
H -3.56868 3.41452 -1.80922
H -2.25188 5.35118 -2.63507
H 0.22803 5.26004 -2.64613
H 2.34643 3.91242 -1.63062
H 1.99283 2.62777 -2.78929
H 2.84798 1.38122 -1.24118
H 2.23148 3.59731 0.48986
H 3.65493 2.57407 0.56613
H 2.10833 2.38363 2.61974
H 2.31364 0.84173 1.78258
H 0.17341 2.70095 1.10292
Cl 0.36128 -2.47930 -4.33604
C 0.32701 -0.71801 -4.45711
Cl -1.32171 -0.10082 -4.69634
C 0.91341 -0.10402 -3.18802
O 1.95282 0.52792 -3.23662
O 0.21153 -0.33653 -2.12726
H 0.92088 -0.42356 -5.31409
Te 1.54162 -1.57580 0.28032
C 1.01687 -1.86490 2.29942
C 1.94990 -1.53602 3.27628
C 1.60012 -1.63519 4.61813
C 0.33179 -2.06951 4.97486
C -0.58652 -2.42545 3.99336
C -0.24847 -2.32493 2.65121
C 0.24823 -3.07890 -0.43578
C -0.97438 -2.85801 -1.05813
C -1.76835 -3.94216 -1.40344
C -1.34230 -5.23557 -1.13381
C -0.11468 -5.44985 -0.52545
C 0.68623 -4.37217 -0.17382
H 2.95205 -1.22212 3.00610
H 2.32632 -1.39180 5.38218
H 0.06514 -2.15617 6.01950
H -1.56258 -2.79862 4.27478
H -0.95270 -2.64329 1.89044
H -1.27612 -1.86517 -1.35694
H -2.71156 -3.77603 -1.90688
H -1.96120 -6.07756 -1.41261
H 0.22824 -6.45612 -0.32682
H 1.64342 -4.55225 0.30131
*
```

(3)
Entry from OMol25: a molecular structure, CHLiO3Yb in a non-equilibrium geometry (ωB97M-V with the def2-TZVPD basis set).

gap between HOMO and LUMO (alpha / beta)	6.809 / 4.878	eV
ΔE to the lowest compared entry with this formula, charge and spin	1.336	eV
E_HOMO (alpha / beta)	-11.7 / -11.3	eV
⟨S²⟩	0.78

ORCA input file:
```
! RIJCOSX wB97M-V def2-TZVPD def2/J DEFGRID3
* xyz 1 2
O -1.49813 0.58191 1.45405
C -0.63316 0.22788 2.12774
H 0.55412 -0.85932 0.71156
O 1.22496 -0.53874 -0.84179
O 1.43734 -0.45161 0.33641
Yb -1.38326 0.57013 -1.48717
Li 0.29813 0.46975 -2.30080
*
```

(4)
Entry from OMol25: a single C2H3NO2S molecule in a non-equilibrium geometry (ωB97M-V with the def2-TZVPD basis set).

gap between HOMO and LUMO	8.105	eV
ΔE to the lowest compared entry with this formula, charge and spin	5.367	eV
SMILES	C=CS[N+](=O)[O-]
E_HOMO	-9.1	eV

ORCA input file:
```
! RIJCOSX wB97M-V def2-TZVPD def2/J DEFGRID3
* xyz 0 1
C -0.35996 0.48969 1.23178
C -1.20779 -0.03651 0.32638
S -0.62286 -1.14382 -0.83944
N 1.28026 -0.42998 -1.32793
O 1.65157 0.56826 -0.82162
O 1.68952 -1.11991 -2.17975
H -0.88958 0.97070 2.02237
H 0.69902 0.45677 1.12583
H -2.24017 0.24478 0.46238
*
```

(5)
Entry from OMol25: a molecular structure, BrCu in a non-equilibrium geometry (ωB97M-V with the def2-TZVPD basis set).

gap between HOMO and LUMO	8.474	eV
ΔE to the lowest compared entry with this formula, charge and spin	0.473	eV
E_HOMO	-9.6	eV

ORCA input file:
```
! RIJCOSX wB97M-V def2-TZVPD def2/J DEFGRID3
* xyz 0 1
Cu -0.77423 -0.52988 -0.11845
Br 0.77423 0.52988 0.11845
*
```

(6)
Entry from OMol25: a molecular structure, C11H10N2O5PtS in a non-equilibrium geometry (ωB97M-V with the def2-TZVPD basis set).

gap between HOMO and LUMO (alpha / beta)	6.351 / 6.358	eV
E_HOMO (alpha / beta)	-1.2 / -1.2	eV

ORCA input file:
```
! RIJCOSX wB97M-V def2-TZVPD def2/J DEFGRID3
* xyz -2 1
Pt 0.01316 0.12602 -0.10058
N -0.93772 -1.08731 1.75352
C -0.32163 -2.35498 2.05905
C 0.82277 -2.70067 1.07570
O 1.39960 -3.79048 1.23570
N 1.08162 -1.79842 0.16006
C 2.15413 -2.13470 -0.74373
C 2.40718 -1.03997 -1.80828
O 3.31304 -1.24701 -2.62156
O 1.67607 -0.02024 -1.77282
H -0.87179 -0.38289 2.47605
H -1.89670 -1.13890 1.43842
H -1.04493 -3.17848 2.00803
H 0.11716 -2.35294 3.06382
H 1.93362 -3.07396 -1.27370
H 3.09303 -2.28837 -0.18999
O -3.40428 2.38131 1.88723
C -2.50306 2.23750 1.04269
O -1.76451 1.21492 1.00740
C -2.30740 3.34631 0.03361
C -3.17120 4.42930 0.16699
C -3.12942 5.52611 -0.66747
C -2.18216 5.54659 -1.68538
C -1.31868 4.48930 -1.83794
C -1.34681 3.36049 -0.99387
S -0.15401 2.16557 -1.39560
H -3.89311 4.37404 0.97097
H -3.81842 6.35356 -0.53369
H -2.12369 6.39626 -2.35930
H -0.57944 4.49793 -2.62745
*
```

(7)
Entry from OMol25: a molecular structure, C16H22CeClN in a non-equilibrium geometry (ωB97M-V with the def2-TZVPD basis set).

gap between HOMO and LUMO (alpha / beta)	6.648 / 6.425	eV
ΔE to the lowest compared entry with this formula, charge and spin	0.000	eV
E_HOMO (alpha / beta)	-15.5 / -15.5	eV

ORCA input file:
```
! RIJCOSX wB97M-V def2-TZVPD def2/J DEFGRID3
* xyz 2 1
C 4.56851 -2.85291 -3.59589
C 4.61602 -4.35357 -3.28575
C 4.29380 -2.66901 -5.09359
C 5.93091 -2.23229 -3.26574
Cl 3.24302 -2.04047 -2.56913
H 5.07739 -3.15159 -5.68914
H 4.29217 -1.61190 -5.38784
H 3.34672 -3.13012 -5.40108
H 5.39843 -4.84668 -3.87180
H 3.67335 -4.85397 -3.54171
H 4.84891 -4.54458 -2.23060
H 6.72566 -2.70819 -3.84926
H 6.19501 -2.36719 -2.20923
H 5.96298 -1.16291 -3.51037
C -2.34062 -0.99747 -0.25284
C -1.82236 -0.34913 -1.41823
C -0.69851 -1.10292 -1.89852
H -2.23992 0.56301 -1.86835
C -0.55285 -2.26061 -1.04569
C -1.57703 -2.19750 -0.03468
H -1.75261 -2.93258 0.76146
H -3.22954 -0.68091 0.30130
H -0.08064 -0.87595 -2.76612
H 0.23125 -3.01892 -1.13662
C 1.41387 2.15320 0.78130
C 0.08215 2.51406 0.39624
C -0.08760 2.12557 -0.95854
H -0.63384 3.10037 0.98438
C 1.08827 1.44625 -1.39877
C 2.03718 1.48649 -0.31824
H 3.03859 1.04003 -0.33574
H 1.86700 2.36438 1.75483
H -0.98555 2.32256 -1.55551
H 1.27476 1.02526 -2.38690
Ce 0.12977 -0.16460 0.37047
C -3.21310 1.77720 3.51806
C -2.19279 1.12428 2.71975
N -1.35258 0.62733 2.07477
H -4.16400 1.21993 3.48446
H -3.40256 2.78635 3.13713
H -2.90837 1.86029 4.57096
*
```

(8)
Entry from OMol25: a molecular structure, C32H42Ge2LiN3Si (ωB97M-V with the def2-TZVPD basis set).

gap between HOMO and LUMO	6.668	eV
ΔE to the lowest compared entry with this formula, charge and spin	0.000	eV
E_HOMO	-6.5	eV

ORCA input file:
```
! RIJCOSX wB97M-V def2-TZVPD def2/J DEFGRID3
* xyz 0 1
Li -1.12447 0.40608 -0.20035
C 0.95995 3.88228 2.70354
C -0.21645 2.95635 2.39035
Ge 0.38600 1.07043 2.12675
C -0.93394 -0.15867 2.97438
C -1.10829 0.15340 4.45998
C 2.22217 0.79344 2.77350
C 2.98323 0.42601 1.72696
Ge 1.78099 0.54909 0.14109
C 2.24361 2.17268 -0.92235
C 3.71972 2.21622 -1.32191
C 1.50012 -0.93791 -1.15972
C 1.40992 -2.32778 -0.53228
C 4.41157 0.08254 1.73169
C 4.95897 -0.59976 0.64374
C 6.29826 -0.95212 0.61892
C 7.12206 -0.61449 1.68198
C 6.59540 0.07454 2.76665
C 5.25532 0.41931 2.79292
H 0.64576 4.92681 2.74865
H 1.74037 3.80107 1.94378
H 1.41004 3.62185 3.66260
H -0.74078 3.29258 1.49539
H -0.94737 2.97231 3.20090
H -0.58401 -1.18344 2.83774
H -1.89018 -0.08018 2.44945
H -0.16338 0.04328 4.99581
H -1.83200 -0.52661 4.91186
H -1.46801 1.17158 4.61775
H 2.60976 0.88237 3.78643
H 2.00157 3.05347 -0.32235
H 1.60832 2.19689 -1.81185
H 4.36139 2.21419 -0.43921
H 3.94337 3.11603 -1.89793
H 3.99187 1.35507 -1.93596
H 2.29692 -0.89159 -1.90530
H 0.56252 -0.70580 -1.67952
H 2.34436 -2.60126 -0.03866
H 1.20245 -3.08185 -1.29395
H 0.60470 -2.37902 0.20403
H 4.31320 -0.86047 -0.18855
H 6.70174 -1.48845 -0.23053
H 8.17083 -0.88086 1.66502
H 7.23792 0.34583 3.59479
H 4.85912 0.96575 3.63947
C -2.22617 -5.10962 1.83049
C -2.98719 -4.02332 2.24494
C -3.20646 -2.96252 1.38085
C -2.68332 -2.94250 0.08341
C -1.93369 -4.05146 -0.31263
C -1.70701 -5.12118 0.54442
Si -2.89030 -1.33034 -0.92276
C -2.88138 -1.75762 -2.78713
C -3.99049 -1.48532 -3.59244
C -3.96480 -1.68064 -4.96646
C -2.81952 -2.17191 -5.57802
C -1.70454 -2.45762 -4.80236
C -1.73830 -2.24014 -3.43244
H -2.04351 -5.93805 2.50364
H -3.41433 -4.01210 3.24122
H -3.80668 -2.11848 1.71239
H -1.52576 -4.09202 -1.31751
H -1.12705 -5.97275 0.20719
H -4.38574 -1.15846 -0.75697
H -4.90264 -1.12594 -3.12628
H -4.84357 -1.46478 -5.56273
H -2.79340 -2.32616 -6.64948
H -0.80918 -2.84898 -5.27126
H -0.84525 -2.44598 -2.84747
N -5.07579 3.53152 -2.37637
C -3.77621 3.51578 -1.98109
C -3.18883 2.36343 -1.42350
N -1.92787 2.35427 -1.03729
C -1.22071 3.48181 -1.18669
C -1.80648 4.61376 -1.71825
N -3.07441 4.64054 -2.11701
H -5.57903 2.66940 -2.47280
H -5.38831 4.33188 -2.89614
H -3.74555 1.43987 -1.29852
H -0.18175 3.46830 -0.88737
H -1.24947 5.53614 -1.83335
*
```

We obtain DFT total energy values of -58415.8089; -71785.5131; -38913.4957; -18538.0856; -114681.0992; -38870.1292; -43874.1378; -159449.4973 eV for the records listed above, in that order.